The following is a quantum chemistry calculation of an isolated ion of composition C5H11N2 and charge +1, from the Open Molecules 2025 dataset.

Calculated values
Spin multiplicity: 1
Total charge: +1
Relative energy (zero: lowest compared OMol25 entry of this formula, charge and spin), kcal/mol: 66.6
Gap between HOMO and LUMO, eV: 10.0
Structure (SMILES): C=N/C=[N+](/C)CC

Geometry (Å):
1 N -0.248 0.702 -0.114
2 H 3.553 -0.658 -1.221
3 C -1.451 1.582 0.078
4 C -0.605 -0.638 -0.525
5 H 0.237 -1.105 -0.846
6 H -1.829 1.463 1.185
7 H 3.661 -0.916 0.606
8 H -0.845 -1.660 1.215
9 H -2.299 -0.806 0.979
10 H -1.776 -2.283 0.037
11 H -1.060 -0.394 -1.421
12 H -1.125 2.558 -0.210
13 H 1.309 2.008 0.217
14 C 3.091 -0.552 -0.139
15 C 1.036 0.909 0.035
16 N 1.983 -0.033 0.224
17 H -2.184 1.264 -0.554
18 C -1.447 -1.439 0.455

Atom charges from the Löwdin analysis, given in e for atoms 1 to 6: number 1, N, carries -0.11; number 2, H, carries 0.16; number 3, C, carries 0.04; number 4, C, carries -0.19; number 5, H, carries 0.09; number 6, H, carries 0.15

The following is a quantum chemistry calculation of a 5-piece molecular cluster, C12H28ClN4O4 overall, from the Open Molecules 2025 dataset.

Calculated values
Spin multiplicity: 1
Total charge: -1
Relative energy (zero: lowest compared OMol25 entry of this formula, charge and spin), kcal/mol: 105.1
Gap between HOMO and LUMO, eV: 7.8

Geometry (Å):
1 O 2.671 -2.435 1.672
2 C 1.701 -4.544 0.183
3 H -0.808 -2.289 -0.037
4 H 3.130 5.152 2.682
5 N 0.229 -1.210 -4.054
6 Cl 0.621 1.036 -0.174
7 H 1.920 5.661 3.872
8 H -0.486 -3.863 -1.006
9 H 1.720 6.005 2.105
10 C -4.612 0.924 1.568
11 C 0.193 3.907 2.215
12 H 1.759 -0.216 -2.964
13 O -5.124 1.044 2.695
14 H 1.010 -1.385 1.118
15 C 1.666 -0.858 -3.840
16 N 0.984 -3.254 0.381
17 N 1.424 4.018 2.607
18 H 0.232 -1.357 -6.137
19 H 2.598 -4.683 0.788
20 H -0.095 2.863 2.017
21 O -0.580 4.875 2.175
22 C 2.063 5.293 2.856
23 H -2.034 -1.017 2.374
24 C 1.606 -2.311 1.099
25 H -5.010 1.223 0.586
26 H -1.043 -2.175 -5.475
27 C -2.383 0.008 2.506
28 H -3.495 0.489 -0.682
29 H 0.491 -2.935 -5.173
30 H 3.087 2.836 2.197
31 N -3.367 0.475 1.474
32 H 1.654 1.946 2.849
33 H 2.290 -1.744 -3.723
34 H 2.057 -4.603 -0.845
35 H 2.015 -0.409 -4.769
36 C -0.111 -2.938 -0.566
37 C 0.004 -1.963 -5.260
38 H 0.298 -2.505 -1.479
39 O -1.936 -0.677 -3.503
40 H -2.920 0.096 3.450
41 C 2.247 2.860 2.892
42 H -2.007 1.278 0.005
43 H -2.091 -0.337 -0.061
44 H -1.502 0.645 2.579
45 H -0.276 -0.212 -2.412
46 C -2.763 0.501 0.125
47 H 2.620 2.884 3.916
48 C -0.735 -0.699 -3.286
49 H 1.087 -5.400 0.464

Atom charges from the Löwdin analysis, given in e for atoms 1 to 6: number 1, O, carries -0.01; number 2, C, carries -0.05; number 3, H, carries 0.07; number 4, H, carries 0.08; number 5, N, carries -0.19; number 6, Cl, carries -0.38

The following is a quantum chemistry calculation of one molecule with the formula C22H26N4O5, from the Open Molecules 2025 dataset.

Calculated values
Spin multiplicity: 1
Total charge: 0
Relative energy (zero: lowest compared OMol25 entry of this formula, charge and spin), kcal/mol: 69.7
Gap between HOMO and LUMO, eV: 8.0
Structure (SMILES): CCOC(=O)[C@H]1CCCN(c2nc3ccccc3nc2[C@@H](C#N)C(=O)OCCOC)C1

Geometry (Å):
1 O 0.272 -1.946 -1.416
2 C -3.902 -2.385 2.228
3 H 3.160 4.045 -1.639
4 H 0.387 3.282 0.789
5 C -3.080 -0.499 -1.636
6 C 1.906 0.736 0.059
7 C 0.896 -2.617 -0.453
8 C -2.482 0.409 1.641
9 O -2.461 -1.307 -0.659
10 C 0.344 2.964 1.831
11 C -0.852 -2.581 -2.021
12 C 4.189 1.955 -4.120
13 H -1.052 2.043 3.187
14 H 3.991 -0.181 -4.110
15 H 0.484 3.838 2.467
16 C -2.076 -2.582 -1.097
17 H 0.042 -0.250 2.587
18 H -4.399 -0.414 2.961
19 H -3.514 0.339 -1.093
20 H -3.874 -1.050 -2.153
21 C 3.820 0.748 -3.589
22 C -0.997 2.303 2.126
23 H 2.987 -2.459 -0.397
24 C 0.047 0.079 1.544
25 O 0.569 -3.692 -0.036
26 H 4.666 1.998 -5.088
27 H -0.597 -3.616 -2.269
28 C 3.354 3.136 -2.188
29 H -1.036 -2.011 -2.933
30 C 2.275 -1.881 1.444
31 N 2.309 1.890 -0.439
32 N 2.404 -1.910 2.579
33 H -0.063 -0.795 0.906
34 H -3.091 -3.105 2.313
35 H -3.401 -1.387 4.088
36 C -1.140 1.023 1.290
37 H -2.362 -0.127 -2.374
38 H -1.838 -3.144 -0.191
39 C 3.196 0.708 -2.331
40 N 1.300 0.755 1.284
41 C 2.280 -0.484 -0.604
42 C 1.460 1.955 2.084
43 O -3.525 0.803 1.185
44 H 2.430 2.391 1.847
45 H -2.901 -3.084 -1.625
46 H 4.263 4.085 -3.857
47 H -4.820 -2.837 2.593
48 C 2.945 1.913 -1.625
49 C 2.153 -1.865 0.007
50 C -3.583 -1.140 3.040
51 H -1.168 1.296 0.230
52 C 3.958 3.148 -3.416
53 O -2.377 -0.525 2.582
54 H -1.823 2.980 1.897
55 H 1.451 1.640 3.132
56 H -4.024 -2.114 1.183
57 N 2.899 -0.475 -1.748

Atom charges from the Löwdin analysis, given in e for atoms 1 to 6: number 1, O, carries 0.02; number 2, C, carries -0.05; number 3, H, carries 0.11; number 4, H, carries 0.11; number 5, C, carries -0.08; number 6, C, carries -0.20

The following is a quantum chemistry calculation of one molecule with the formula C4H7F2N, from the Open Molecules 2025 dataset.

Calculated values
Spin multiplicity: 1
Total charge: 0
Relative energy (zero: lowest compared OMol25 entry of this formula, charge and spin), kcal/mol: 20.6
Gap between HOMO and LUMO, eV: 10.8
Structure (SMILES): C=CC(F)(F)NC

Geometry (Å):
1 C -0.350 0.434 -0.662
2 C -1.732 -0.326 -0.582
3 C -1.839 -1.641 -0.679
4 H 1.826 1.835 -0.594
5 C 1.733 1.063 0.267
6 H 2.581 0.263 -0.019
7 F -0.469 1.589 -1.240
8 N 0.457 0.472 0.501
9 H 2.059 1.718 1.068
10 H -1.026 -2.321 -0.953
11 H -2.851 -1.939 -0.915
12 H 0.296 -0.461 0.951
13 H -2.580 0.211 -0.513
14 F 0.327 -0.361 -1.628

Atom charges from the Löwdin analysis, given in e for atoms 1 to 6: number 1, C, carries -0.61; number 2, C, carries -0.04; number 3, C, carries 0.03; number 4, H, carries 0.11; number 5, C, carries -0.14; number 6, H, carries 0.12

The following is a quantum chemistry calculation of one molecule with the formula C5H11N, from the Open Molecules 2025 dataset.

Calculated values
Spin multiplicity: 1
Total charge: 0
Relative energy (zero: lowest compared OMol25 entry of this formula, charge and spin), kcal/mol: 69.6
Gap between HOMO and LUMO, eV: 9.4
Structure (SMILES): C=NCC(C)C

Geometry (Å):
1 H 1.306 0.610 1.872
2 H -1.256 -0.784 -0.768
3 H 2.526 0.513 0.587
4 H -2.899 -0.904 1.529
5 H -3.064 0.643 0.489
6 H 2.202 -0.885 -1.350
7 C -2.451 -0.026 1.092
8 H 1.151 0.439 -1.940
9 N -1.200 0.113 1.165
10 C 1.464 0.699 0.791
11 H 1.238 1.732 0.507
12 C 0.629 -0.285 -0.033
13 C 1.183 -0.515 -1.404
14 H 0.551 -1.236 -1.935
15 C -0.831 0.108 -0.256
16 H 0.573 -1.229 0.541
17 H -1.136 0.965 -0.895

Atom charges from the Löwdin analysis, given in e for atoms 1 to 6: number 1, H, carries 0.07; number 2, H, carries 0.11; number 3, H, carries 0.07; number 4, H, carries 0.08; number 5, H, carries 0.08; number 6, H, carries 0.07

Listing HOMO energy for the structures above in their given order: -14.32, -5.18, -8.19, -9.80, -8.70 eV.